1.
{
  "formula": "C2H2N3P",
  "method": "ωB97M-V/def2-TZVPD",
  "species": ["P", "N", "N", "N", "C", "C", "H", "H"],
  "xyz": [[-0.610437, -1.095728, 1.293060], [-0.808303, 0.221889, 0.348691], [-1.821816, 1.725889, -1.218157], [2.561507, 0.471175, -1.387651], [-1.292073, 0.982551, -0.476836], [1.653929, 0.471596, -0.696344], [0.505450, -0.724238, 1.891469], [-0.188257, -2.053133, 0.245769]],
  "atomic_forces_ev_per_a": [[-2.2, -1.3, -2.2], [1.9, -0.9, 1.6], [-0.2, 0.5, -0.6], [1.7, 0.0, -1.3], [-1.3, 0.8, -1.1], [-2.0, 0.1, 1.4], [2.2, 0.3, 0.9], [0.0, 0.6, 1.2]],
  "e_tot_ha": -582.79575,
  "gap_ev": [7.21, 5.88],
  "fmax_ha_per_bohr": 0.066,
  "lumo_energy_ev": [-3.14, -4.15],
  "e_above_lowest_kcal_mol": 138.9,
  "e_homo_ev": [-10.35, -10.02]
}

***

2.
{
  "formula": "C8H10F3NO3RuS",
  "method": "ωB97M-V/def2-TZVPD",
  "species": ["Ru", "S", "F", "F", "F", "O", "O", "O", "N", "C", "C", "C", "C", "C", "C", "C", "C", "H", "H", "H", "H", "H", "H", "H", "H", "H", "H"],
  "xyz": [[-0.141479, -0.591055, -1.069114], [0.865256, 2.096250, 0.690031], [3.320502, 2.687867, 1.588188], [1.846612, 2.296042, 3.171681], [1.797143, 4.206480, 2.077209], [-0.468588, 2.381183, 1.220670], [1.274813, 0.680271, 0.800726], [1.202724, 2.727670, -0.564277], [1.562585, -0.216051, -1.513336], [-0.564591, -1.678780, 1.104343], [-0.573527, -2.756591, -0.957203], [-2.406180, 0.212784, -0.631090], [-1.687734, 0.599282, -1.769977], [0.796643, -1.984401, 0.760709], [0.799179, -2.643057, -0.512852], [-1.398381, -2.177544, 0.064541], [2.019679, 2.869504, 1.953605], [-1.268692, 1.623949, -1.839021], [-3.176549, -0.566960, -0.664003], [-2.348266, 0.784918, 0.309941], [-0.894906, -1.115462, 1.970508], [-0.941043, -3.295725, -1.819525], [1.448444, 0.707193, -2.024090], [1.675273, -1.736312, 1.357650], [1.658533, -3.069995, -1.022728], [-1.915372, 0.141514, -2.750165], [-2.482082, -2.182973, 0.067579]],
  "atomic_forces_ev_per_a": [[0.3, -1.7, 3.0], [-0.2, 0.4, 1.2], [-1.2, 0.2, 0.3], [0.1, 0.5, -0.9], [0.2, -1.2, -0.1], [0.9, -0.4, -0.6], [-0.7, 0.7, 0.0], [-0.2, -0.2, 0.1], [1.8, 2.0, -2.4], [1.3, -0.6, -0.2], [0.5, -1.0, 1.0], [0.3, 0.9, -0.6], [-2.0, 1.4, -0.6], [-1.3, 0.1, 0.3], [-1.4, -0.3, -0.4], [-0.2, -0.5, -0.3], [0.4, 0.3, 0.1], [-0.1, -0.7, 0.4], [0.6, 0.5, -0.2], [0.1, -0.1, -0.6], [0.2, -0.1, -0.2], [0.2, 0.1, 0.0], [0.7, -0.6, 0.3], [-0.4, 0.1, -0.4], [-0.2, 0.4, 0.1], [-0.1, 0.2, 0.5], [0.4, -0.3, 0.1]],
  "e_tot_ha": -1383.74052,
  "gap_ev": [6.36, 7.07],
  "fmax_ha_per_bohr": 0.070,
  "s2": 6.02,
  "multiplicity": 5,
  "lumo_energy_ev": [-1.75, -2.36],
  "e_above_lowest_kcal_mol": 44.9,
  "e_homo_ev": [-8.10, -9.43]
}

***

3.
{
  "formula": "C15H39B3ClNO7S3",
  "method": "ωB97M-V/def2-TZVPD",
  "species": ["Cl", "S", "S", "S", "O", "O", "O", "O", "O", "O", "O", "N", "C", "C", "C", "C", "C", "C", "C", "C", "C", "C", "C", "C", "C", "C", "C", "B", "B", "B", "H", "H", "H", "H", "H", "H", "H", "H", "H", "H", "H", "H", "H", "H", "H", "H", "H", "H", "H", "H", "H", "H", "H", "H", "H", "H", "H", "H", "H", "H", "H", "H", "H", "H", "H", "H", "H", "H", "H"],
  "xyz": [[-4.806106, -1.105502, 1.467087], [6.000505, -2.866583, 2.236260], [-0.403550, -1.988655, 3.494468], [-1.759452, 7.221853, -3.051277], [-2.738254, -0.552980, -2.543655], [0.896198, -2.409674, 2.875899], [-1.897956, -3.053799, -2.621109], [1.835670, -1.974511, -2.057643], [-0.440045, -1.146110, -3.403987], [5.358703, -2.516158, 0.926862], [-2.249650, 5.944790, -2.436422], [-1.691611, 4.066334, 0.193238], [2.281931, -1.463012, 0.477045], [7.376138, -3.988156, 1.883263], [-6.413098, -1.692957, -0.936923], [-0.266024, -0.230971, 3.902553], [0.830696, -3.084927, -2.034656], [2.796505, -2.157626, -0.928205], [-0.408154, -2.580013, 5.204331], [-1.259964, 8.318000, -1.701340], [-0.088462, 6.917027, -3.675595], [-0.541729, 0.903108, -1.624624], [-1.136151, 2.419553, -1.820096], [-0.591120, 3.299199, -0.506638], [-4.890396, -1.280187, -0.394092], [4.951824, -4.101232, 3.042031], [-3.838616, -2.449154, -0.857805], [-2.796351, -1.980360, -2.069635], [-1.281597, -0.253713, -2.529661], [-0.544839, -2.467888, -2.691888], [0.596928, -3.260577, -0.879051], [-2.152873, 8.607691, -1.141948], [-6.667445, -0.953276, -1.838337], [1.227305, -4.065054, -2.546563], [-7.213653, -1.611121, -0.084587], [-1.148984, 0.083169, 4.464153], [-2.198731, 4.660059, -0.507743], [0.320491, 3.980082, -0.859344], [-0.208852, 0.338337, 2.971860], [-4.678182, -0.215027, -0.831184], [-3.154142, -2.676157, 0.090270], [-6.421254, -2.777717, -1.435565], [4.753474, -4.929367, 2.357027], [0.347980, 7.856409, -4.023125], [-0.140762, 2.511825, 0.268179], [-0.450436, -3.671898, 5.193103], [7.030106, -4.822960, 1.269333], [3.826545, -1.658618, -1.262016], [-0.570282, 0.517281, -0.500709], [8.145810, -3.434025, 1.340942], [-0.567828, 7.799091, -1.033462], [7.793239, -4.360393, 2.821966], [0.600943, 0.894235, -1.933808], [0.503424, -2.259046, 5.714612], [-0.567160, 2.897850, -2.753877], [2.415852, -0.276418, 0.466203], [2.852039, -1.955643, 1.397126], [0.532072, 6.483901, -2.887633], [-2.368740, 3.441654, 0.692894], [-4.380056, -3.478329, -1.105962], [-0.152431, 6.217446, -4.512293], [1.132598, -1.644920, 0.690981], [-2.309704, 2.465292, -1.933181], [2.970074, -3.321821, -0.851724], [4.007045, -3.626384, 3.317781], [-1.286555, -2.190568, 5.724269], [-0.785926, 9.212507, -2.112116], [5.446621, -4.469905, 3.943611], [0.636401, -0.053300, 4.492133]],
  "atomic_forces_ev_per_a": [[-0.3, -0.1, -1.4], [-0.2, 0.0, -0.4], [0.4, -0.1, 0.0], [0.0, -0.3, 0.2], [3.0, -3.0, 2.0], [-0.6, 0.1, 0.7], [1.0, 3.8, 1.8], [-0.1, -1.8, 1.4], [-2.1, -1.1, 4.2], [0.4, -0.3, 0.6], [0.3, 0.5, -0.2], [0.4, -0.2, -0.9], [-0.3, -0.2, 0.1], [0.0, -0.1, -0.1], [0.3, 0.2, -0.6], [0.1, 0.1, 0.0], [-0.1, 0.8, 1.0], [0.6, 0.1, -0.1], [0.1, 0.0, 0.1], [0.0, 0.0, 0.1], [0.1, -0.1, 0.0], [0.3, -0.3, -0.6], [1.6, 0.2, 0.5], [-0.1, -1.1, -0.1], [-0.9, -0.7, -1.6], [-0.1, -0.1, 0.0], [0.4, 0.2, 0.7], [-0.2, -0.2, -1.0], [0.3, -0.5, -1.8], [-0.6, 1.1, -2.0], [0.3, -0.2, -2.4], [0.1, -0.1, -0.2], [0.4, -1.5, 2.1], [-0.7, 1.8, 1.1], [1.6, -0.1, -1.8], [0.0, -0.1, -0.1], [0.6, -0.9, 0.9], [-2.2, -1.2, 0.9], [0.0, -0.2, 0.1], [0.0, -2.2, 1.0], [-1.3, 0.4, -2.1], [0.0, 2.3, 1.4], [0.1, 0.1, 0.0], [-0.1, 0.0, 0.0], [-0.9, 1.8, -1.6], [0.0, 0.2, -0.1], [-0.1, 0.1, 0.0], [-2.4, -1.1, 0.7], [-0.1, 1.0, -2.1], [-0.2, 0.0, 0.1], [-0.1, 0.0, -0.1], [-0.1, 0.1, 0.0], [-2.3, 0.0, 0.7], [0.0, 0.0, -0.1], [-1.7, -1.2, 1.8], [0.0, -2.7, -0.1], [-1.2, 1.3, -2.2], [-0.1, 0.0, 0.0], [1.0, 0.7, -1.0], [1.1, 2.3, 0.5], [-0.1, 0.1, 0.1], [2.4, 0.2, -0.7], [2.5, -0.1, 0.3], [-0.2, 2.4, 0.3], [0.1, 0.0, -0.1], [0.0, 0.0, -0.1], [-0.1, -0.1, 0.0], [0.0, 0.1, -0.1], [0.0, -0.1, -0.1]],
  "e_tot_ha": -2905.62505,
  "gap_ev": 8.93,
  "fmax_ha_per_bohr": 0.094,
  "lumo_energy_ev": 0.49,
  "e_homo_ev": -8.44
}